Formula: C26H48HoOP2
Source: OMol25
Level of theory: ωB97M-V/def2-TZVPD

Cartesian coordinates (Å):
Ho -0.01976 -0.20600 1.44887
C -0.84956 -2.27183 2.91840
C 0.45671 -2.58372 2.43474
C 0.67845 -0.99392 4.08616
C -0.70723 -1.29154 3.94220
C 1.39828 -1.78762 3.15598
C -2.10190 -2.96523 2.56373
H -2.06620 -3.33806 1.53775
H -2.95074 -2.28379 2.63657
H -2.30994 -3.81927 3.22465
C -1.77999 -0.74835 4.78924
H -2.75957 -1.09599 4.45125
H -1.78513 0.34973 4.74309
H -1.66601 -1.03824 5.84688
C 1.26081 -0.11496 5.11303
H 1.21586 -0.55758 6.12071
H 0.73373 0.84637 5.14121
H 2.31021 0.09326 4.89291
C 2.86862 -1.89757 3.09452
H 3.27528 -2.59762 3.84099
H 3.33138 -0.92575 3.27970
H 3.19535 -2.23131 2.10772
C 0.80076 -3.69323 1.52211
H 1.01429 -4.62529 2.06778
H 1.68914 -3.46500 0.92182
H -0.01039 -3.90816 0.82031
C -1.53813 1.01644 -4.15001
C -1.71554 -0.30836 -4.30555
C -0.97014 -1.20848 -5.28751
C 0.49595 -0.78578 -5.53745
C 1.22021 -0.34737 -4.30210
C 1.41596 0.95970 -3.95122
C 0.70551 2.14468 -4.56294
C -0.71597 1.86590 -5.06837
H -1.53670 -1.17849 -6.24257
H 0.54892 -0.02286 -6.32921
H -0.96313 -2.26984 -4.95711
H -0.71067 1.44958 -6.08866
H -2.23736 1.58352 -3.52917
H -2.64220 -0.76163 -3.90888
H -1.24888 2.82217 -5.15551
H 0.64137 2.97564 -3.83383
H 2.25463 1.24279 -3.30841
H 1.34202 2.49208 -5.39694
H 1.04054 -1.65388 -5.93934
H 1.74102 -1.15123 -3.78400
P -1.47531 -0.28677 -0.77758
C -2.86686 0.82408 -1.04384
C -1.50424 -1.83575 -1.71761
P 1.78960 0.30470 -0.46745
C 0.08882 0.62986 -1.33987
C 2.85267 -0.72799 -1.49393
C 2.61912 1.92983 -0.37073
H -2.79832 1.65155 -0.32043
H -3.78987 0.27218 -0.82536
H -2.90258 1.23863 -2.05089
H -1.37683 -1.68855 -2.79712
H -2.47158 -2.31595 -1.51287
H -0.69500 -2.49501 -1.37551
H 2.71573 2.41889 -1.35060
H 3.61305 1.77445 0.07768
H 2.06492 2.58594 0.31965
H -0.09294 1.71761 -1.38848
H 0.13078 0.23819 -2.36027
H 3.81654 -0.81947 -0.97920
H 3.02918 -0.35870 -2.50473
H 2.42265 -1.73327 -1.53917
C 0.50636 3.58591 3.27705
C -0.61865 2.56511 3.31340
C -1.93134 3.24948 2.97013
O -0.36055 1.53296 2.40503
H 0.60995 4.01222 2.27503
H 1.46546 3.14613 3.57057
H 0.26639 4.41367 3.95641
H -0.68895 2.14082 4.33210
H -1.89290 3.67673 1.96222
H -2.78074 2.55858 3.02343
H -2.09449 4.08000 3.66945

Its expectation value of S² is 6.01. As for the total energy: -74157.302 eV. The multiplicity is 5. The calculation puts the strongest force on any atom at 4.2 eV Å⁻¹. The molar mass is 603.55 g mol⁻¹. The value obtained for the orbital gap (alpha / beta) is 7.3042 / 7.3946 eV. The charge is +1.

Formula: C26H48N2O16Si
Source: OMol25
Level of theory: ωB97M-V/def2-TZVPD

Cartesian coordinates (Å):
N 10.52368 0.58445 3.97545
C 9.44863 1.32843 3.25397
C 8.66088 0.33259 2.35548
C 7.54440 1.03765 1.48329
Si 5.87763 0.53841 2.23975
C 4.35645 1.38666 1.45637
C 3.39376 2.01202 2.51158
O 4.07956 2.45788 3.68296
C 2.18619 1.13011 2.87844
N 2.51201 -0.03570 3.69891
H 10.02595 -0.17478 4.42844
H 11.09295 0.16186 3.24990
H 8.81406 1.77020 4.03531
H 9.86895 2.11402 2.61200
H 9.34883 -0.27178 1.74809
H 8.15832 -0.37711 3.04521
H 7.64855 0.67752 0.44695
H 7.72001 2.12506 1.50113
H 5.96159 0.69558 3.70576
H 5.72896 -0.92291 2.01903
H 4.62220 2.13177 0.68854
H 3.77888 0.61497 0.91385
H 2.97393 2.92778 2.05369
H 3.89264 3.37905 3.79938
H 1.59735 0.87348 1.97261
H 1.51481 1.76469 3.48931
H 3.31082 -0.54752 3.34807
H 1.75399 -0.70355 3.67072
C 1.28534 -3.66197 7.62550
C 2.15955 -4.10854 6.47623
C 3.63432 -4.09225 6.77887
O 4.20646 -3.86229 5.48760
C 3.28280 -3.19703 4.75450
O 3.49932 -2.68455 3.70686
O 2.07928 -3.18953 5.37735
H 0.23222 -3.72825 7.34958
H 1.45208 -4.28027 8.50802
H 1.48046 -2.61876 7.87875
H 1.83928 -5.09185 6.11810
H 3.98796 -5.03440 7.19409
H 3.92920 -3.27484 7.44232
C -0.05418 -1.50370 0.04484
C -1.12910 -0.44841 -0.07599
C -2.04682 -0.36549 1.11424
O -3.26204 0.11533 0.52678
C -3.26238 -0.28003 -0.77001
O -4.20092 -0.21445 -1.49278
O -2.05031 -0.76376 -1.13294
H 0.59291 -1.48821 -0.83327
H 0.56071 -1.33832 0.93079
H -0.48879 -2.50360 0.09594
H -0.67902 0.52356 -0.29985
H -1.68648 0.32571 1.87442
H -2.24242 -1.33687 1.57660
C -3.69447 -2.21455 -5.41067
C -2.36253 -2.78505 -4.98746
C -1.46283 -1.78204 -4.32309
O -0.15853 -2.28628 -4.64104
C -0.27260 -2.98777 -5.79664
O 0.64504 -3.37876 -6.43802
O -1.57664 -3.17852 -6.12212
H -4.31738 -2.99247 -5.85711
H -4.22736 -1.78799 -4.55909
H -3.56282 -1.44294 -6.17014
H -2.51130 -3.66852 -4.35804
H -1.61039 -1.74006 -3.24687
H -1.56038 -0.77463 -4.73706
C -5.19558 2.77869 -1.71380
C -5.28467 3.29254 -0.29620
C -6.69068 3.50140 0.19777
O -6.52459 4.55142 1.15660
C -5.42848 5.26146 0.78705
O -5.11889 6.30682 1.25334
O -4.73915 4.61736 -0.18611
H -4.15507 2.61832 -1.99587
H -5.72995 1.83646 -1.82344
H -5.60335 3.50512 -2.41962
H -4.72134 2.63850 0.37693
H -7.10564 2.61217 0.66936
H -7.37472 3.84575 -0.58304
C -6.48666 0.83838 -8.47417
C -6.19664 0.64042 -7.00403
C -6.77823 1.70597 -6.11444
O -5.86648 1.71282 -5.01392
C -4.66969 1.27843 -5.48096
O -3.65162 1.34124 -4.87631
O -4.79188 0.76519 -6.73423
H -6.06683 0.01823 -9.05767
H -7.56035 0.88183 -8.65955
H -6.02402 1.75596 -8.84098
H -6.51363 -0.35860 -6.68805
H -7.78570 1.46769 -5.77744
H -6.77935 2.69798 -6.57450

As for the total energy: -71359.235 eV. As for the structure (SMILES): NCCC[SiH2]C[C@H](O)CN.C[C@@H]1COC(=O)O1.C[C@@H]1COC(=O)O1.C[C@@H]1COC(=O)O1.C[C@@H]1COC(=O)O1.C[C@@H]1COC(=O)O1. The calculation puts the strongest force on any atom at 1.3 eV Å⁻¹. The molar mass is 672.75 g mol⁻¹. The value obtained for the orbital gap is 9.3759 eV.

Q: The lowest molar mass belongs to which entry?
A: C26H48HoOP2

Q: Which formula does entry 2 have?
A: C26H48N2O16Si

Q: Which of these has the highest molar mass?
A: C26H48N2O16Si